# 1
Molecular formula: C33H25ClCoFNO8P
Method: DFT, wB97M-V/def2-TZVPD

Summary:
LUMO level (alpha / beta) = -0.43 / -0.34 eV
HOMO-LUMO gap (alpha / beta) = 7.5 / 7.6 eV
Energy relative to the best compared isomer or geometry (same formula, charge and spin) = 4.01 kcal/mol

CARTESIAN COORDINATES (ANGSTROEM)
1 Co -0.565 -0.125 -0.306
2 O 0.329 -2.366 0.951
3 C -0.595 -1.947 0.313
4 C -1.790 -2.805 -0.003
5 C -1.851 -4.130 0.418
6 C -2.943 -4.901 0.063
7 C -3.964 -4.360 -0.716
8 C -3.905 -3.041 -1.134
9 C -2.816 -2.260 -0.764
10 P -2.512 -0.537 -1.202
11 C -2.621 -0.418 -2.998
12 C -1.460 -0.624 -3.741
13 C -1.516 -0.607 -5.125
14 C -2.726 -0.378 -5.767
15 C -3.880 -0.159 -5.029
16 C -3.831 -0.177 -3.643
17 C -3.834 0.487 -0.533
18 C -4.879 -0.028 0.225
19 C -5.844 0.827 0.736
20 C -5.762 2.191 0.498
21 C -4.709 2.707 -0.246
22 C -3.742 1.860 -0.761
23 H -1.038 -4.531 1.009
24 H -3.002 -5.934 0.383
25 H -4.806 -4.976 -1.002
26 H -4.695 -2.629 -1.751
27 H -0.510 -0.774 -3.241
28 H -0.614 -0.759 -5.702
29 H -2.767 -0.359 -6.849
30 H -4.819 0.032 -5.532
31 H -4.726 0.013 -3.064
32 H -4.934 -1.087 0.436
33 H -6.655 0.428 1.331
34 H -6.513 2.856 0.904
35 H -4.632 3.773 -0.415
36 H -2.904 2.256 -1.321
37 O 1.900 2.164 -1.425
38 Cl 0.556 2.676 -1.191
39 O 0.379 3.002 0.219
40 O -0.421 1.502 -1.476
41 O 1.140 0.273 0.587
42 C 4.133 3.382 2.035
43 C 3.910 2.263 3.045
44 C 5.174 1.784 3.745
45 C 6.112 1.162 2.727
46 C 5.397 0.222 1.784
47 C 6.170 -0.699 1.100
48 C 5.593 -1.570 0.196
49 F 6.364 -2.478 -0.432
50 C 4.259 -1.493 -0.087
51 C 3.456 -0.561 0.581
52 C 2.117 -0.457 -0.024
53 O 1.794 -0.910 -1.090
54 C 0.954 0.475 1.953
55 C 1.923 0.935 2.727
56 N 3.251 1.121 2.395
57 C 4.000 0.272 1.579
58 C -0.487 0.426 2.352
59 O -0.819 0.598 3.501
60 O -1.326 0.207 1.359
61 H 4.588 4.248 2.520
62 H 3.182 3.683 1.595
63 H 4.783 3.060 1.220
64 H 3.209 2.618 3.800
65 H 4.893 1.045 4.500
66 H 5.656 2.616 4.260
67 H 6.921 0.625 3.224
68 H 6.586 1.950 2.134
69 H 7.236 -0.748 1.283
70 H 3.816 -2.120 -0.847
71 H 1.631 1.213 3.732

# 2
Molecular formula: C33H25ClHgN9O2
Method: DFT, wB97M-V/def2-TZVPD

Summary:
Total charge = -2
Spin multiplicity = 2
LUMO level (alpha / beta) = 4.43 / 4.42 eV
HOMO-LUMO gap (alpha / beta) = 4.4 / 5.9 eV

CARTESIAN COORDINATES (ANGSTROEM)
1 Hg -0.619 0.172 0.733
2 O 2.557 -3.000 1.280
3 C 1.576 -2.319 0.911
4 N 0.826 -1.482 1.613
5 C 1.091 -1.251 2.974
6 C 2.338 -1.480 3.570
7 C 2.573 -1.179 4.905
8 C 1.554 -0.646 5.679
9 C 0.310 -0.421 5.114
10 C 0.046 -0.711 3.771
11 N -1.152 -0.368 3.157
12 C -2.280 -0.350 3.838
13 O -2.549 -0.812 4.968
14 C -3.399 0.441 3.166
15 C -4.468 0.862 3.960
16 C -5.437 1.673 3.405
17 C -5.322 2.043 2.071
18 C -4.240 1.558 1.355
19 N -3.306 0.773 1.882
20 C 1.203 -2.489 -0.551
21 C 2.200 -2.897 -1.437
22 C 1.885 -3.045 -2.773
23 C 0.576 -2.825 -3.178
24 C -0.348 -2.441 -2.222
25 N -0.045 -2.266 -0.938
26 H 3.115 -1.924 2.970
27 H 3.549 -1.376 5.336
28 H 1.721 -0.409 6.725
29 H -0.494 -0.016 5.710
30 H -4.487 0.541 4.991
31 H -6.271 2.025 4.004
32 H -6.052 2.684 1.593
33 H -4.113 1.811 0.307
34 H 3.193 -3.075 -1.049
35 H 2.648 -3.322 -3.492
36 H 0.280 -2.917 -4.215
37 H -1.373 -2.229 -2.495
38 N 4.407 0.139 -0.847
39 C 3.181 0.127 -0.212
40 N 2.096 0.521 -0.742
41 C 2.093 0.969 -2.061
42 N 0.961 1.242 -2.700
43 N -0.146 0.885 -2.069
44 C -1.284 1.261 -2.627
45 C -2.526 0.727 -2.191
46 C -3.730 1.106 -2.848
47 C -4.912 0.491 -2.532
48 C -4.927 -0.507 -1.546
49 C -3.728 -0.779 -0.907
50 N -2.568 -0.200 -1.187
51 C 3.352 1.096 -2.773
52 C 3.468 1.599 -4.073
53 C 4.696 1.647 -4.720
54 C 5.840 1.188 -4.084
55 C 5.751 0.685 -2.786
56 C 4.527 0.638 -2.140
57 H 5.176 -0.353 -0.428
58 H 3.186 -0.246 0.809
59 H -1.284 1.959 -3.466
60 H -3.686 1.869 -3.617
61 H -5.826 0.772 -3.044
62 H -5.835 -1.020 -1.261
63 H -3.695 -1.507 -0.102
64 H 2.562 1.932 -4.560
65 H 4.758 2.037 -5.729
66 H 6.800 1.217 -4.585
67 H 6.636 0.320 -2.276
68 Cl -0.508 3.067 2.407
69 C -0.670 2.338 0.747
70 H 0.158 2.726 0.161
71 H -1.607 2.726 0.353

# 3
Molecular formula: C33H25CoN2O2PS
Method: DFT, wB97M-V/def2-TZVPD

Summary:
Spin multiplicity = 2
LUMO level (alpha / beta) = -0.19 / -0.21 eV
HOMO-LUMO gap (alpha / beta) = 7.6 / 7.7 eV
Energy relative to the best compared isomer or geometry (same formula, charge and spin) = 0.00 kcal/mol

CARTESIAN COORDINATES (ANGSTROEM)
1 Co -0.435 1.050 -0.958
2 C 3.335 5.831 -2.760
3 C 4.040 4.680 -3.101
4 C 3.536 3.438 -2.760
5 C 2.318 3.337 -2.082
6 C 1.614 4.488 -1.747
7 C 2.129 5.735 -2.086
8 P 1.648 1.718 -1.635
9 C 3.028 0.887 -0.789
10 C 3.236 -0.480 -0.952
11 C 4.228 -1.126 -0.228
12 C 5.014 -0.415 0.667
13 C 4.807 0.946 0.837
14 C 3.818 1.596 0.114
15 C 1.217 0.723 -3.073
16 C 1.810 0.384 -4.281
17 C 1.135 -0.502 -5.107
18 C -0.092 -1.033 -4.710
19 C -0.668 -0.689 -3.494
20 C -0.021 0.215 -2.646
21 H 3.734 6.802 -3.022
22 H 4.982 4.756 -3.627
23 H 4.097 2.542 -3.004
24 H 0.659 4.414 -1.241
25 H 1.580 6.628 -1.820
26 H 2.628 -1.039 -1.654
27 H 4.388 -2.188 -0.369
28 H 5.788 -0.920 1.230
29 H 5.416 1.507 1.534
30 H 3.663 2.659 0.251
31 H 2.765 0.798 -4.583
32 H 1.560 -0.785 -6.062
33 H -0.604 -1.726 -5.368
34 H -1.626 -1.121 -3.221
35 O -1.393 4.038 1.858
36 S -1.847 3.327 0.689
37 O -1.550 3.887 -0.610
38 N -1.335 1.821 0.626
39 C -1.493 0.952 1.695
40 C -1.976 1.223 2.958
41 C -2.098 0.193 3.914
42 C -1.739 -1.097 3.643
43 C -1.230 -1.414 2.362
44 C -0.813 -2.707 1.982
45 C -0.324 -2.925 0.724
46 C -0.251 -1.848 -0.175
47 N -0.630 -0.632 0.147
48 C -1.114 -0.393 1.401
49 C -3.616 3.208 0.828
50 C -4.309 2.425 -0.087
51 C -5.687 2.336 -0.001
52 C -6.367 3.030 0.994
53 C -5.668 3.812 1.900
54 C -4.284 3.902 1.821
55 H -2.240 2.233 3.232
56 H -2.481 0.450 4.894
57 H -1.826 -1.877 4.388
58 H -0.883 -3.515 2.700
59 H 0.006 -3.903 0.404
60 H 0.121 -1.984 -1.182
61 H -3.765 1.892 -0.858
62 H -6.233 1.727 -0.710
63 H -7.445 2.959 1.061
64 H -6.198 4.352 2.673
65 H -3.716 4.504 2.518

# 4
Molecular formula: C33H25F12N3O6Pt
Method: DFT, wB97M-V/def2-TZVPD

Summary:
Total charge = -2
Spin multiplicity = 3
LUMO level (alpha / beta) = 4.41 / 4.41 eV
HOMO-LUMO gap (alpha / beta) = 5.9 / 5.8 eV
Energy relative to the best compared isomer or geometry (same formula, charge and spin) = 17.64 kcal/mol

CARTESIAN COORDINATES (ANGSTROEM)
1 Pt -0.605 0.431 0.421
2 C 3.142 -0.912 -5.552
3 C 2.166 -0.928 -4.396
4 C 1.885 -2.098 -3.693
5 C 0.992 -2.090 -2.641
6 C 0.319 -0.918 -2.208
7 N -0.587 -1.027 -1.166
8 C -1.408 -2.144 -1.156
9 C -1.956 -2.585 -2.388
10 C -2.744 -3.708 -2.497
11 C -3.061 -4.474 -1.376
12 C -3.925 -5.711 -1.480
13 C -2.556 -4.047 -0.162
14 C -1.752 -2.912 -0.018
15 C -1.170 -2.557 1.360
16 O -0.150 -1.665 1.274
17 C -2.331 -2.099 2.325
18 F -2.834 -0.917 1.976
19 F -1.896 -2.019 3.596
20 F -3.382 -2.977 2.321
21 C -0.551 -3.848 2.033
22 F 0.366 -3.524 2.970
23 F 0.091 -4.609 1.114
24 F -1.446 -4.659 2.652
25 C 0.649 0.273 -2.887
26 C 1.540 0.230 -3.963
27 C 0.027 1.617 -2.463
28 O -0.962 1.551 -1.544
29 C 1.221 2.539 -1.980
30 F 0.762 3.732 -1.561
31 F 1.881 1.956 -0.961
32 F 2.184 2.807 -2.914
33 C -0.636 2.307 -3.726
34 F 0.226 2.916 -4.597
35 F -1.320 1.391 -4.453
36 F -1.515 3.254 -3.354
37 H 3.123 -1.862 -6.094
38 H 4.171 -0.748 -5.212
39 H 2.899 -0.114 -6.259
40 H 2.374 -3.028 -3.978
41 H 0.776 -3.010 -2.111
42 H -1.727 -1.999 -3.271
43 H -3.129 -4.002 -3.472
44 H -3.858 -6.146 -2.480
45 H -4.980 -5.490 -1.288
46 H -3.614 -6.472 -0.758
47 H -2.798 -4.633 0.718
48 H 1.760 1.144 -4.501
49 O 0.786 1.255 4.978
50 C 0.808 0.840 3.806
51 O -0.151 0.455 3.069
52 C 2.226 0.818 3.147
53 N 2.248 -0.243 2.075
54 C 3.301 -1.241 2.384
55 C 3.469 -1.105 3.893
56 C 3.335 0.408 4.113
57 H 2.358 1.798 2.706
58 H 2.304 0.145 1.134
59 H 1.306 -0.712 2.071
60 H 4.219 -0.975 1.862
61 H 2.968 -2.220 2.055
62 H 4.419 -1.513 4.235
63 H 2.656 -1.629 4.404
64 H 4.280 0.908 3.875
65 H 3.032 0.675 5.122
66 O -2.940 2.407 0.871
67 C -1.910 3.005 1.083
68 N -0.609 2.489 1.081
69 C 0.270 3.474 1.446
70 O 1.477 3.401 1.587
71 C -0.509 4.751 1.670
72 C -0.091 6.009 2.042
73 C -1.062 7.004 2.162
74 C -2.405 6.724 1.915
75 C -2.808 5.440 1.548
76 C -1.835 4.472 1.433
77 H 0.957 6.213 2.231
78 H -0.771 8.009 2.445
79 H -3.140 7.515 2.005
80 H -3.849 5.205 1.353

Calculated values (eV/A) of strongest force on any atom for the records, taken in order: 0.246 0.630 0.457 1.368.
Calculated values (eV) of total energy for the records, taken in order: -114647.2231 -68830.4470 -99453.0374 -87241.7691.